Density functional theory data (ωB97M-V/def2-TZVPD) for a structure of composition C24H27N9PReS.

Properties
**Molar mass**: 690.8 g/mol
**Energy above the lowest of the compared OMol25 structures with the same formula, charge and spin**: 3.1 kcal/mol
**Net charge**: +3
**Multiplicity**: 4

Each line ends with the Löwdin spin population.
Element x y z (Å)
1 C 3.605 1.479 -2.683  0.001
2 H 2.343 2.822 1.253  0.000
3 H -0.182 -4.165 -5.893  -0.001
4 C -0.827 -1.871 2.197  0.010
5 C 0.141 -3.239 -4.000  0.066
6 H -3.476 0.660 4.364  0.000
7 C -3.555 -0.372 4.033  0.001
8 C 0.843 -5.471 -4.524  0.098
9 N 0.338 2.040 1.333  0.017
10 C -1.515 4.674 2.990  0.001
11 H -5.002 2.838 -1.406  0.000
12 N -2.414 -0.714 3.175  0.016
13 H 4.108 2.046 -3.462  0.000
14 C 1.322 2.973 1.554  0.011
15 N 2.333 -0.248 1.004  0.011
16 H -2.444 4.149 3.190  0.000
17 Re 0.443 0.177 0.224  2.071
18 H 2.690 2.009 -2.418  0.001
19 C -2.953 1.238 -2.171  -0.001
20 P -2.420 1.735 1.738  0.006
21 H -3.585 1.331 -3.037  0.000
22 C -1.778 -1.926 3.169  -0.001
23 H -1.016 0.372 -2.779  0.000
24 H 4.159 -1.920 3.108  0.000
25 C 3.375 -0.778 1.606  0.013
26 C 0.227 -4.277 -4.899  0.000
27 C 0.596 -2.333 -1.790  0.292
28 H 5.464 0.838 -1.763  0.000
29 H -1.099 5.032 3.928  0.000
30 H -4.703 2.659 0.327  0.000
31 H -3.541 -1.023 4.902  0.000
32 N -1.321 0.878 -0.716  0.016
33 C -2.365 1.401 -0.059  0.020
34 N 3.323 -1.540 2.692  0.015
35 C 1.303 -4.601 -2.336  0.066
36 H 0.907 -6.284 -5.235  0.005
37 N 2.656 0.515 -0.086  0.017
38 H 1.850 -6.562 -2.969  -0.001
39 N -3.366 1.630 -0.925  0.018
40 H 1.216 4.964 2.532  0.000
41 H -4.488 -0.517 3.492  0.001
42 C 0.520 -1.395 -0.978  0.074
43 C 0.773 4.044 2.190  0.000
44 H 2.442 -1.751 3.130  0.000
45 C -1.855 0.063 2.232  0.022
46 C -1.686 0.765 -2.036  0.015
47 H -1.708 5.521 2.335  0.001
48 C 0.680 -3.387 -2.701  0.063
49 N -0.879 -0.623 1.627  0.009
50 H -5.417 1.316 -0.594  0.001
51 H 1.712 -4.713 -1.341  0.002
52 C 4.535 1.336 -1.480  0.000
53 C -4.707 2.140 -0.627  0.001
54 H -0.160 -2.636 1.838  0.000
55 H -0.334 -2.308 -4.276  0.002
56 H 3.339 0.503 -3.088  0.000
57 C -0.792 2.548 1.832  0.017
58 N -0.556 3.764 2.356  0.013
59 S 4.848 -0.350 0.787  0.006
60 H 4.823 2.320 -1.098  0.000
61 H -2.061 -2.725 3.833  0.000
62 C 3.912 0.579 -0.356  0.004
63 C 1.377 -5.630 -3.246  0.000